{"formula": "C29H40AsClN4O2S3SiTa", "method": "ωB97M-V/def2-TZVPD", "symbols": ["Ta", "O", "C", "C", "C", "C", "C", "C", "C", "O", "N", "N", "C", "S", "C", "C", "S", "H", "H", "H", "H", "H", "H", "H", "H", "H", "C", "Si", "C", "C", "C", "C", "C", "C", "N", "C", "S", "H", "H", "H", "H", "H", "H", "H", "H", "H", "H", "H", "H", "Cl", "C", "C", "C", "C", "N", "C", "H", "H", "H", "H", "C", "C", "As", "C", "C", "C", "C", "H", "H", "H", "H", "H", "H", "H", "H", "H", "H", "H", "H", "H", "H", "H"], "positions_angstrom": [[0.0188, -0.3851, -0.6411], [-5.7107, -0.3334, -1.3136], [-5.2391, 0.9066, -1.2138], [-6.1633, 1.9526, -1.2535], [-5.7544, 3.2583, -1.1181], [-4.3974, 3.5719, -0.9555], [-3.4717, 2.5651, -0.9383], [-3.8646, 1.2130, -1.0596], [-2.8559, 0.1910, -1.0286], [-1.5553, 0.5225, -0.8541], [-3.0924, -1.0721, -1.1220], [-1.9820, -1.8883, -1.0787], [-2.2964, -3.1378, -1.3707], [-3.9222, -3.5703, -1.7555], [-3.6261, -5.3654, -1.7366], [-2.2219, -5.6073, -2.2338], [-1.1291, -4.4136, -1.3870], [-4.9895, -0.9797, -1.2911], [-7.2056, 1.6986, -1.3937], [-6.4900, 4.0505, -1.1495], [-4.0914, 4.6035, -0.8522], [-2.4167, 2.7957, -0.8509], [-4.3633, -5.8267, -2.3925], [-3.7783, -5.7229, -0.7195], [-2.1279, -5.4292, -3.3037], [-1.8580, -6.6061, -1.9990], [4.9170, 3.7666, -2.6705], [3.9885, 3.8004, -1.0433], [2.3611, 4.7359, -1.1735], [4.9507, 4.4489, 0.4355], [3.7237, 1.9212, -0.5978], [4.8551, 1.1923, -0.2025], [4.7717, -0.1357, 0.1857], [3.5320, -0.7426, 0.2035], [2.4289, -0.0870, -0.1643], [2.5407, 1.1953, -0.5710], [0.9528, 1.7918, -1.0535], [5.2175, 4.7770, -2.9549], [4.2931, 3.3735, -3.4756], [5.8225, 3.1595, -2.6175], [2.5880, 5.7915, -1.3387], [1.7677, 4.6744, -0.2582], [1.7501, 4.4097, -2.0152], [5.0899, 5.5270, 0.3327], [5.9442, 4.0049, 0.5198], [4.4181, 4.2759, 1.3723], [5.8226, 1.6819, -0.1942], [5.6486, -0.6912, 0.4872], [3.4095, -1.7700, 0.5244], [2.5730, -5.4733, 0.4244], [2.2520, -4.2669, -0.7379], [2.7797, -4.3261, -2.0265], [2.4508, -3.3249, -2.9275], [1.6179, -2.2985, -2.5284], [1.1267, -2.2308, -1.2789], [1.4371, -3.1990, -0.4050], [3.4272, -5.1442, -2.3157], [2.8338, -3.3392, -3.9384], [1.3332, -1.5175, -3.2263], [1.0255, -3.1313, 0.5974], [0.9995, 1.8728, 2.8460], [0.7690, 0.3822, 3.0870], [-0.6653, -0.3128, 1.9258], [-2.2017, 0.8901, 2.1845], [-2.6054, 1.0135, 3.6501], [-1.2719, -2.0440, 2.7065], [-0.8339, -2.2075, 4.1597], [1.8478, 2.2082, 3.4417], [0.1315, 2.4575, 3.1500], [1.2153, 2.0895, 1.7992], [0.4608, 0.1962, 4.1141], [1.6701, -0.1992, 2.8900], [-3.0189, 0.4696, 1.5975], [-1.9401, 1.8570, 1.7542], [-2.8939, 0.0505, 4.0703], [-3.4708, 1.6724, 3.7137], [-1.8132, 1.4466, 4.2606], [-0.8880, -2.8581, 2.0911], [-2.3584, -2.0341, 2.6148], [0.2475, -2.3098, 4.2422], [-1.2896, -3.1096, 4.5669], [-1.1569, -1.3721, 4.7790]], "forces_ev_per_a": [[1.735, -0.780, 0.052], [-0.160, -0.175, -0.059], [0.311, 0.207, 0.078], [-0.116, -0.059, 0.005], [0.061, -0.133, -0.038], [0.040, 0.132, 0.037], [0.014, -0.020, -0.029], [0.205, 0.257, -0.004], [-1.170, -0.816, -0.180], [-0.285, 0.881, -0.315], [-0.194, 0.112, -0.030], [1.273, 0.978, 0.130], [-0.152, -0.154, -0.034], [0.211, -0.074, 0.042], [-0.056, 0.075, 0.016], [0.137, 0.087, -0.018], [-0.287, -0.133, -0.089], [0.052, -0.010, 0.004], [0.007, 0.003, 0.028], [-0.002, 0.005, 0.010], [0.022, -0.019, -0.035], [-0.029, 0.039, 0.034], [-0.011, 0.018, -0.006], [0.010, -0.028, -0.003], [-0.024, -0.028, -0.009], [-0.022, -0.007, 0.040], [-0.094, 0.065, 0.282], [0.016, 0.207, 0.056], [0.188, -0.316, -0.028], [-0.021, -0.130, -0.362], [-0.429, 0.155, -0.083], [0.025, -0.061, 0.045], [0.074, 0.047, 0.013], [-0.148, -0.214, 0.068], [-0.911, 0.197, -0.039], [0.646, -0.056, 0.160], [-0.895, -0.890, 0.089], [0.001, 0.001, 0.013], [-0.025, -0.008, 0.022], [0.009, 0.008, 0.018], [0.067, -0.004, 0.023], [0.007, 0.010, -0.002], [-0.028, 0.029, -0.026], [0.008, -0.003, -0.014], [0.002, 0.021, 0.020], [-0.037, -0.015, -0.018], [0.003, -0.026, 0.000], [-0.006, 0.005, 0.009], [0.034, 0.009, 0.001], [0.001, 0.008, 0.010], [0.041, 0.153, -0.174], [-0.047, -0.004, 0.081], [-0.028, -0.005, 0.008], [-0.065, 0.016, -0.141], [-0.379, 0.250, -0.193], [0.069, 0.037, 0.304], [0.000, -0.008, 0.024], [-0.005, -0.007, -0.002], [0.019, 0.029, 0.044], [-0.013, 0.005, -0.019], [-0.046, -0.131, 0.053], [-0.038, 0.159, -0.390], [-0.002, 0.153, 1.134], [0.118, -0.069, -0.086], [0.144, -0.103, -0.060], [0.238, 0.130, -0.197], [0.033, 0.088, -0.089], [-0.005, 0.007, 0.005], [0.025, 0.049, -0.034], [0.021, 0.046, 0.007], [-0.075, -0.099, -0.015], [-0.037, -0.068, 0.007], [0.031, -0.007, -0.071], [0.048, -0.036, -0.068], [-0.024, 0.030, 0.048], [-0.003, 0.005, 0.015], [-0.018, -0.014, 0.031], [-0.066, -0.013, -0.046], [-0.004, 0.061, -0.128], [-0.005, -0.001, 0.061], [0.008, -0.028, -0.026], [0.012, -0.027, 0.033]], "mulliken_charge": [0.7481, -0.6040, 0.4916, -0.6955, -0.4193, -0.9932, -0.5816, 0.2469, 0.9995, 0.2360, -0.6855, -0.0508, -0.1374, 0.0442, -0.5803, -0.6434, 0.1666, 0.4901, 0.4862, 0.4289, 0.4654, 0.4856, 0.4375, 0.3352, 0.3501, 0.4409, -1.0635, 0.1212, -1.0702, -1.0488, 0.2990, -0.1916, -1.3095, -0.3335, -0.0836, 0.3466, -0.1411, 0.3687, 0.3408, 0.3728, 0.3921, 0.3221, 0.3668, 0.3818, 0.3591, 0.3412, 0.4196, 0.4578, 0.5676, -0.1277, 0.3512, -0.3488, -0.9545, -0.3612, 0.9103, -0.7872, 0.5489, 0.5058, 0.5029, 0.3323, -1.0564, -0.6529, 0.2664, -0.5519, -1.2999, -0.5457, -1.3813, 0.4472, 0.2930, 0.1275, 0.6294, 0.4560, 0.3637, 0.5107, 0.2895, 0.4491, 0.3334, 0.4051, 0.5452, 0.3684, 0.4398, 0.3149], "e_lumo_ev": -10.566, "fmax_ev_per_a": 1.9, "e_above_lowest_ev": 1.3321, "charge": 3, "energy_ev": -156051.15953}